No. 1
{
  "formula": "C29H31Cl4N4O4STi",
  "method": "the ωB97M-V functional and the def2-TZVPD basis",
  "total_charge": -1,
  "lumo_ev": [2.12, 1.46],
  "spin_multiplicity": 3,
  "gap_ev": [6.31, 6.89],
  "elements": ["Ti", "Cl", "Cl", "Cl", "Cl", "S", "O", "O", "O", "O", "N", "N", "N", "N", "C", "C", "C", "C", "C", "C", "C", "C", "C", "C", "C", "C", "C", "C", "C", "C", "C", "C", "C", "C", "C", "C", "C", "C", "C", "C", "C", "C", "C", "H", "H", "H", "H", "H", "H", "H", "H", "H", "H", "H", "H", "H", "H", "H", "H", "H", "H", "H", "H", "H", "H", "H", "H", "H", "H", "H", "H", "H", "H", "H"],
  "coordinates": [[-0.007, -0.925, 0.050], [0.052, -4.697, -2.871], [-0.492, -5.673, -0.183], [-2.808, -0.087, 4.357], [2.649, -5.104, -0.917], [-2.030, -1.225, -1.288], [0.201, -2.870, 0.563], [0.360, 0.569, 3.077], [0.612, -2.157, -1.443], [-1.026, -0.503, 1.676], [2.029, -0.496, 0.370], [-4.110, 0.356, -0.915], [0.227, 1.074, -0.561], [-3.740, -1.254, 0.787], [-5.584, 0.243, 0.937], [-3.407, -0.631, -0.342], [1.702, 3.081, -0.557], [2.400, -1.939, 2.845], [-0.083, 0.977, -3.364], [3.871, -1.697, -0.669], [-2.571, 3.488, -0.942], [0.374, -3.174, -0.683], [1.389, 1.643, -0.275], [3.072, -1.475, 0.457], [3.760, 1.288, 0.522], [-5.194, 0.793, -0.278], [4.366, -3.032, 1.727], [0.241, -4.495, -1.184], [-1.941, 2.648, -3.093], [-1.603, 2.699, -0.321], [-2.739, 3.470, -2.312], [-5.960, 1.903, -0.934], [-0.555, -0.201, 2.850], [-0.972, 1.843, -2.518], [-4.813, -0.800, 1.418], [4.933, -2.585, -0.554], [-1.272, -0.926, 3.983], [-0.813, 1.876, -1.125], [5.188, -3.241, 0.634], [2.388, 0.769, 0.216], [3.293, -2.155, 1.659], [3.608, -1.007, -1.979], [-1.400, 2.810, 1.164], [4.132, -0.047, -2.042], [0.936, 1.373, -3.401], [-3.191, 4.129, -0.323], [4.424, 0.486, 0.833], [1.414, -2.371, 2.654], [6.002, -3.952, 0.695], [-0.979, 3.788, 1.416], [-6.071, 1.699, -1.999], [4.541, -3.573, 2.650], [-2.078, 2.620, -4.168], [-0.669, -0.903, 4.884], [-6.462, 0.591, 1.464], [3.960, -1.631, -2.800], [-5.069, -1.300, 2.346], [2.816, -2.432, 3.724], [-0.026, -0.039, -2.972], [-0.464, 0.923, -4.384], [2.035, 3.592, 0.350], [-2.353, 2.718, 1.691], [0.834, 3.605, -0.949], [-3.498, 4.088, -2.777], [5.539, -2.791, -1.429], [-1.520, -1.940, 3.682], [2.513, 3.159, -1.285], [-6.943, 2.035, -0.482], [-5.402, 2.835, -0.838], [4.203, 1.788, -0.343], [3.702, 2.025, 1.327], [2.258, -0.883, 3.069], [-0.729, 2.052, 1.554], [2.545, -0.827, -2.132]],
  "forces_ev_per_a": [[-0.73, -0.29, -0.38], [-0.01, -0.01, -0.08], [-0.01, -0.01, 0.04], [-0.04, 0.03, -0.01], [0.04, 0.00, 0.00], [0.22, 0.16, 0.46], [0.07, 0.14, 0.12], [-0.17, -0.01, 0.01], [0.04, 0.05, -0.10], [0.67, -0.22, -0.47], [-0.40, -0.02, -0.14], [0.05, 0.09, 0.12], [-0.08, -0.29, 0.34], [0.11, -0.04, 0.13], [0.00, 0.00, -0.04], [-0.16, 0.01, -0.43], [-0.02, 0.04, 0.10], [0.00, -0.02, 0.04], [0.01, 0.00, -0.03], [-0.03, -0.01, 0.09], [0.05, 0.00, 0.05], [0.05, 0.08, 0.11], [-0.01, 0.14, -0.23], [0.09, -0.08, 0.15], [0.02, 0.00, 0.01], [0.03, -0.07, 0.04], [-0.02, -0.01, 0.01], [-0.03, 0.11, 0.07], [-0.01, -0.06, -0.03], [0.04, -0.03, -0.10], [-0.09, 0.02, -0.01], [-0.03, 0.01, 0.01], [0.03, 0.07, 0.20], [0.01, -0.01, 0.08], [0.02, 0.01, -0.01], [-0.02, 0.02, -0.05], [0.05, 0.07, 0.00], [-0.04, 0.14, -0.13], [0.03, -0.04, 0.02], [0.20, 0.03, 0.17], [-0.03, 0.06, -0.11], [0.01, 0.01, -0.04], [-0.03, -0.02, 0.03], [-0.01, 0.00, 0.01], [0.00, -0.01, 0.02], [0.01, 0.00, -0.01], [0.00, 0.01, 0.01], [-0.01, -0.01, -0.01], [0.00, 0.00, 0.00], [-0.01, 0.00, 0.00], [0.02, -0.01, 0.00], [0.01, 0.00, 0.00], [0.01, 0.01, 0.00], [0.03, -0.02, -0.01], [0.01, 0.00, 0.00], [0.01, 0.00, 0.01], [-0.01, 0.00, 0.01], [0.00, 0.00, 0.00], [-0.01, -0.01, 0.00], [0.01, 0.03, 0.00], [0.00, -0.02, 0.01], [0.00, -0.01, -0.01], [0.02, 0.01, 0.00], [0.00, 0.00, 0.01], [-0.01, 0.00, 0.01], [-0.01, -0.01, 0.00], [0.00, -0.01, 0.00], [0.01, -0.01, 0.00], [0.01, 0.03, -0.02], [-0.01, -0.01, -0.01], [-0.02, 0.00, -0.01], [0.02, 0.00, 0.00], [0.03, -0.02, 0.01], [-0.01, -0.02, 0.00]]
}

---

No. 2
{
  "formula": "C29H31ClF24O5S",
  "method": "the ωB97M-V functional and the def2-TZVPD basis",
  "lumo_ev": -0.88,
  "gap_ev": 8.50,
  "elements": ["Cl", "S", "F", "F", "F", "F", "F", "F", "F", "F", "F", "F", "F", "F", "F", "F", "F", "F", "F", "F", "F", "F", "F", "F", "F", "F", "O", "O", "O", "O", "O", "C", "C", "C", "C", "C", "C", "C", "C", "C", "C", "C", "C", "C", "C", "C", "C", "C", "C", "C", "C", "C", "C", "C", "C", "C", "C", "C", "C", "C", "H", "H", "H", "H", "H", "H", "H", "H", "H", "H", "H", "H", "H", "H", "H", "H", "H", "H", "H", "H", "H", "H", "H", "H", "H", "H", "H", "H", "H", "H", "H"],
  "coordinates": [[1.873, 0.989, -4.685], [-0.911, 0.877, -9.072], [-3.304, 5.030, 1.504], [2.062, -3.115, 0.679], [6.534, -4.041, 1.939], [-0.972, 6.401, 2.503], [0.200, -7.795, 5.271], [3.499, -0.632, 1.193], [1.149, -9.469, 4.277], [0.928, -1.244, 0.706], [-2.529, 7.294, 5.515], [-1.556, 5.382, 5.119], [-4.595, 3.363, 2.003], [-0.194, -4.954, 4.952], [2.273, -0.474, 2.969], [-1.213, 3.527, 2.877], [3.238, -4.254, 4.984], [2.098, -4.891, 3.236], [-0.117, -6.677, 2.594], [-1.128, -8.560, 3.059], [4.601, -2.520, -0.561], [0.868, -3.061, 4.752], [5.979, -4.206, -0.667], [-2.113, 2.657, 1.086], [-0.211, 7.520, 4.212], [4.443, -4.491, 1.511], [-2.375, 3.530, -5.018], [-3.745, 4.509, 3.663], [1.395, 2.286, -7.472], [3.627, -2.191, 2.831], [2.121, -7.516, 4.103], [-1.338, 7.152, 3.559], [-1.759, 2.569, -5.455], [5.661, -3.095, 0.038], [0.222, 2.260, -0.911], [0.042, 2.712, -2.361], [2.509, -6.453, 4.963], [5.363, -3.505, 1.484], [1.638, -2.110, 1.468], [-3.602, 5.875, 4.035], [0.963, -4.327, 5.233], [-0.846, 0.307, -2.829], [1.510, 1.494, -0.658], [-2.348, 3.015, 2.370], [2.813, -1.357, 2.098], [-2.018, 1.950, -6.799], [-4.544, 2.491, -6.664], [-4.974, 1.948, -5.309], [-0.642, 1.953, -4.677], [-0.875, 1.802, -3.198], [0.442, 1.628, -5.376], [-3.490, 4.037, 2.395], [0.898, -8.145, 4.173], [-0.909, 1.622, -7.466], [4.991, -2.410, 2.500], [-2.239, 6.389, 4.535], [0.080, -7.976, 2.887], [0.425, 1.880, -6.848], [-3.401, 1.700, -7.311], [2.171, -5.001, 4.578], [6.511, -2.407, 0.003], [-1.841, 8.054, 3.201], [-5.392, 2.395, -7.327], [-1.543, 0.082, -2.038], [-3.406, 1.782, -8.385], [5.414, -2.767, 3.438], [1.536, 0.520, -1.128], [-1.890, 2.129, -3.015], [2.253, -6.662, 6.002], [1.091, -4.277, 6.317], [-4.031, 6.541, 3.287], [-4.247, 3.524, -6.586], [-4.909, 0.866, -5.256], [0.994, 2.891, -2.841], [0.994, -2.524, 2.247], [-2.621, 2.131, 2.950], [3.596, -6.488, 4.914], [-3.603, 0.648, -7.109], [0.137, -0.053, -2.587], [-6.011, 2.218, -5.148], [-1.173, -0.279, -3.682], [-0.457, 3.673, -2.318], [2.339, 2.069, -1.049], [-1.105, -0.395, -8.701], [-4.246, 5.956, 4.908], [5.504, -1.473, 2.282], [1.634, 1.347, 0.408], [0.598, -8.451, 2.051], [0.275, 3.165, -0.317], [-0.648, 1.733, -0.557], [-4.420, 2.370, -4.482]],
  "forces_ev_per_a": [[0.19, 0.02, -0.04], [0.15, 0.26, -0.50], [0.20, -0.02, 0.17], [0.21, 0.06, -0.09], [0.18, 0.10, 0.00], [-0.16, -0.25, -0.01], [0.02, 0.21, -0.18], [-0.01, -0.26, -0.05], [-0.03, -0.11, 0.02], [-0.01, -0.04, 0.06], [-0.10, 0.18, -0.03], [0.05, 0.00, -0.15], [-0.07, -0.06, -0.07], [0.04, -0.26, -0.14], [-0.09, 0.07, 0.02], [0.01, 0.26, -0.01], [0.09, 0.00, 0.21], [-0.19, -0.01, 0.04], [0.01, 0.15, 0.19], [0.06, 0.01, 0.04], [-0.17, 0.03, 0.18], [0.05, -0.04, -0.02], [-0.01, 0.01, 0.07], [-0.15, 0.05, 0.10], [-0.06, -0.03, 0.03], [-0.03, 0.07, -0.10], [0.53, -1.03, -0.39], [0.81, -0.05, -0.11], [-1.19, -0.79, 0.78], [-0.12, -0.30, -0.76], [-0.56, 0.50, -0.33], [0.15, 0.30, -0.01], [-0.42, 0.86, 0.16], [0.24, -0.04, -0.22], [0.62, 0.40, -0.34], [-0.72, -0.01, 0.33], [0.40, -0.45, 0.36], [-0.58, -0.13, 0.19], [-0.31, -0.17, 0.00], [-0.69, 0.09, -0.02], [-0.05, 0.25, 0.19], [-0.14, 0.05, -0.55], [-0.32, -0.01, 0.06], [0.19, -0.26, 0.03], [0.49, 0.11, 0.37], [0.08, 0.18, -0.11], [0.42, -0.56, -0.06], [-0.21, 0.28, 0.08], [-0.16, 0.12, 0.39], [0.38, -0.32, 0.00], [-0.11, 0.14, 0.06], [-0.45, 0.45, 0.23], [0.49, 0.04, 0.43], [-0.04, -0.23, -0.16], [0.20, 0.39, 0.56], [0.04, -0.63, 0.06], [-0.08, -0.04, -0.25], [1.34, 0.59, -0.71], [-0.28, -0.06, 0.68], [-0.04, -0.32, -0.55], [-0.03, 0.02, 0.04], [-0.04, -0.04, 0.00], [-0.20, 0.18, -0.33], [-0.03, 0.01, 0.46], [0.08, 0.19, -0.42], [-0.01, -0.08, -0.01], [-0.02, -0.22, -0.13], [-0.27, 0.19, 0.00], [-0.27, 0.09, -0.01], [0.02, -0.03, -0.02], [0.23, 0.01, -0.17], [-0.20, 0.45, -0.02], [0.02, -0.24, -0.06], [0.34, -0.15, -0.10], [0.06, 0.08, 0.04], [-0.10, 0.03, -0.03], [0.02, 0.05, -0.05], [0.00, -0.32, -0.08], [0.38, -0.09, 0.24], [-0.30, 0.00, 0.17], [-0.14, -0.15, -0.22], [-0.06, 0.34, -0.23], [0.35, 0.13, 0.02], [-0.07, -0.01, 0.25], [0.04, -0.01, 0.05], [-0.05, 0.01, -0.27], [0.22, -0.05, 0.20], [0.03, -0.03, 0.06], [-0.04, 0.20, 0.29], [-0.31, -0.33, 0.07], [0.24, 0.03, 0.13]]
}

---

| no. | strongest force on any atom (eV/Å) |
| --- | --- |
| 1 | 0.87 |
| 2 | 1.63 |